(1)
This record from the Open Molecules 2025 dataset describes C52H52Br3F3Li2N9O6 as an isolated structure at a distorted geometry. The level of theory is wB97M-V/def2-TZVPD.

Properties
LUMO = -0.0727 hartree
Relative energy (zero: lowest compared OMol25 entry of this formula, charge and spin) = 1.2595 eV
Gap between HOMO and LUMO = 9.17 eV
E_tot = -10993.4035 hartree
Charge = +1

The geometry in XYZ format:
```
127
Properties=species:S:1:pos:R:3:lowdin_charge:R:1
Li -11.567 5.830 0.029 0.64
Li -8.818 8.276 1.208 0.65
C -9.199 6.424 -1.133 -0.47
O -10.184 5.808 -1.926 -0.14
O -9.894 6.994 -0.103 -0.32
C -8.054 5.432 -0.759 -0.52
F -8.409 4.596 0.234 0.14
F -7.720 4.705 -1.864 0.11
F -6.887 6.026 -0.428 0.12
C -10.005 5.881 -3.344 -0.23
C -11.346 5.397 -3.899 -0.09
H -11.439 4.325 -3.743 0.03
H -12.173 5.989 -3.511 0.07
H -11.338 5.491 -4.990 0.05
H -9.253 5.220 -3.780 0.10
H -9.866 6.929 -3.622 0.10
H -8.646 7.219 -1.656 0.14
C -12.193 3.088 -7.359 -1.61
Br -10.303 3.146 -7.202 0.63
Br -12.925 4.606 -8.381 0.54
Br -13.085 2.992 -5.662 0.61
H -12.415 2.164 -7.877 -0.03
C -3.222 5.935 -6.885 -0.07
C -4.381 6.529 -6.420 -0.06
C -5.371 5.709 -5.892 -0.03
C -5.229 4.337 -5.845 -0.16
C -4.047 3.740 -6.318 0.00
C -3.091 4.545 -6.897 -0.06
N -6.238 3.496 -5.208 -0.35
O -7.268 3.959 -4.755 0.04
O -6.005 2.309 -5.154 0.08
H -2.413 6.500 -7.330 0.11
H -4.414 7.605 -6.513 0.11
H -6.292 6.177 -5.568 0.10
H -3.918 2.679 -6.163 0.12
H -2.193 4.087 -7.288 0.11
C -8.875 6.677 -6.876 -0.09
C -8.047 6.290 -7.923 -0.08
C -7.713 7.223 -8.879 0.00
C -8.112 8.554 -8.803 -0.14
C -8.976 8.931 -7.767 0.02
C -9.392 7.962 -6.835 -0.05
N -7.705 9.473 -9.854 -0.36
O -6.776 9.116 -10.547 0.09
O -8.285 10.536 -9.933 0.09
H -9.126 5.936 -6.126 0.07
H -7.653 5.288 -8.009 0.11
H -7.046 6.859 -9.649 0.12
H -9.372 9.936 -7.753 0.11
H -10.102 8.258 -6.075 0.09
N -13.299 6.312 -0.855 0.00
C -13.225 7.614 -1.184 -0.16
C -14.212 8.312 -1.844 -0.06
C -15.291 7.590 -2.322 -0.06
C -15.414 6.230 -2.085 -0.03
C -14.361 5.668 -1.363 -0.13
H -12.361 8.196 -0.876 0.11
H -14.041 9.347 -2.098 0.10
H -15.990 8.076 -2.995 0.12
H -16.290 5.665 -2.360 0.11
H -14.386 4.625 -1.067 0.10
N -4.747 9.142 -1.484 0.08
C -5.316 10.159 -2.140 -0.16
C -6.346 10.018 -3.061 -0.08
C -6.713 8.727 -3.412 -0.08
C -6.081 7.638 -2.841 -0.07
C -5.063 7.917 -1.940 -0.14
H -4.982 11.157 -1.882 0.10
H -6.897 10.828 -3.511 0.08
H -7.519 8.586 -4.122 0.09
H -6.355 6.633 -3.132 0.09
H -4.478 7.108 -1.522 0.09
N -7.894 9.983 0.551 -0.01
C -8.248 10.600 -0.602 -0.11
C -7.736 11.863 -0.941 -0.06
C -6.809 12.433 -0.081 -0.07
C -6.480 11.806 1.101 -0.05
C -7.118 10.632 1.424 -0.15
H -8.968 10.041 -1.183 0.09
H -8.042 12.389 -1.834 0.11
H -6.384 13.394 -0.340 0.12
H -5.884 12.289 1.863 0.12
H -6.866 10.111 2.339 0.11
N -7.562 7.142 2.421 0.01
C -7.585 6.114 3.263 -0.14
C -6.505 5.301 3.553 -0.06
C -5.284 5.601 2.996 -0.06
C -5.185 6.703 2.149 -0.04
C -6.339 7.435 1.892 -0.16
H -8.474 5.931 3.856 0.12
H -6.543 4.529 4.309 0.11
H -4.383 5.155 3.399 0.12
H -4.274 6.960 1.630 0.11
H -6.286 8.206 1.136 0.08
N -11.750 3.612 -0.353 0.03
C -10.805 2.896 -0.987 -0.13
C -10.704 1.513 -0.945 -0.04
C -11.637 0.779 -0.210 -0.05
C -12.586 1.526 0.477 -0.07
C -12.590 2.906 0.421 -0.15
H -9.998 3.359 -1.538 0.10
H -9.907 0.936 -1.394 0.11
H -11.712 -0.298 -0.207 0.11
H -13.373 1.005 1.008 0.11
H -13.292 3.511 0.983 0.11
N -9.965 9.800 -3.680 0.07
C -9.675 10.893 -4.382 -0.16
C -10.580 11.680 -5.083 -0.05
C -11.900 11.311 -4.960 -0.07
C -12.284 10.209 -4.198 -0.05
C -11.269 9.460 -3.612 -0.14
H -8.625 11.142 -4.490 0.09
H -10.358 12.577 -5.641 0.11
H -12.685 11.753 -5.563 0.11
H -13.307 9.863 -4.165 0.09
H -11.497 8.509 -3.144 0.08
N -4.484 4.107 -2.493 0.08
C -3.385 4.856 -2.764 -0.15
C -2.424 5.231 -1.864 -0.06
C -2.631 4.820 -0.536 -0.08
C -3.713 4.023 -0.245 -0.08
C -4.602 3.649 -1.259 -0.14
H -3.418 5.078 -3.826 0.09
H -1.563 5.844 -2.086 0.11
H -1.932 5.016 0.268 0.11
H -3.927 3.737 0.777 0.09
H -5.510 3.113 -1.010 0.11
```

=====

(2)
This record from the Open Molecules 2025 dataset describes one molecule with the formula C7H8N4S at a distorted geometry. The level of theory is wB97M-V/def2-TZVPD.

Properties
LUMO (alpha / beta) = -0.0389 / -0.1074 hartree
Relative energy (zero: lowest compared OMol25 entry of this formula, charge and spin) = 5.3618 eV
Gap between HOMO and LUMO (alpha / beta) = 7.87 / 4.92 eV
E_tot = -888.5453 hartree

The geometry in XYZ format:
```
20
Properties=species:S:1:pos:R:3:lowdin_charge:R:1
C -1.432 -1.723 1.862 -0.08
C -1.771 -1.519 0.527 -0.09
C -0.177 -1.338 2.333 -0.09
C -0.880 -0.936 -0.338 -0.01
C 0.750 -0.804 1.476 -0.01
C 0.430 -0.585 0.106 -0.32
C 1.145 0.357 -1.967 -0.28
N 0.132 1.397 -2.028 -0.04
N 1.233 2.450 -0.387 0.09
N 1.384 -0.076 -0.651 0.08
N 0.306 2.360 -1.225 -0.78
S -0.933 3.546 -1.446 0.74
H -2.147 -2.176 2.532 0.10
H -2.742 -1.823 0.167 0.10
H 0.061 -1.459 3.377 0.10
H -1.158 -0.746 -1.363 0.10
H 1.730 -0.507 1.812 0.11
H 0.779 -0.446 -2.625 0.12
H 2.094 0.747 -2.356 0.11
H 1.197 3.282 0.192 0.05
```

=====

(3)
This record from the Open Molecules 2025 dataset describes a 2-piece molecular cluster, C4H10NO2 overall at a distorted geometry. The level of theory is wB97M-V/def2-TZVPD.

Properties
LUMO (alpha / beta) = -0.1245 / -0.3583 hartree
Relative energy (zero: lowest compared OMol25 entry of this formula, charge and spin) = 2.4251 eV
Gap between HOMO and LUMO (alpha / beta) = 7.64 / 5.71 eV
E_tot = -363.1528 hartree
Charge = +1
Expectation value of S² = 2.01
Multiplicity = 3

The geometry in XYZ format:
```
17
Properties=species:S:1:pos:R:3:lowdin_charge:R:1
C 0.844 0.494 -2.148 -0.40
C -0.187 0.091 0.503 -0.48
C -1.247 -0.772 -0.023 -0.02
C 0.628 -0.464 1.658 0.03
N -0.103 1.381 0.402 0.29
O 1.045 -0.385 -1.405 0.14
O 0.956 0.455 -3.422 0.23
H 0.353 1.413 -1.717 0.15
H -1.605 -0.667 -1.019 0.09
H -1.965 -1.056 0.749 0.11
H -0.655 -1.622 -0.220 0.08
H -0.043 -0.708 2.451 0.09
H 1.393 0.300 1.845 0.09
H 1.252 -1.289 1.170 0.14
H 0.735 1.887 0.800 0.20
H -0.732 2.033 -0.052 0.17
H 1.358 -0.308 -3.678 0.09
```

=====

(4)
This record from the Open Molecules 2025 dataset describes one molecule with the formula C7H10N2O2 at a distorted geometry. The level of theory is wB97M-V/def2-TZVPD.

Properties
LUMO = 0.0233 hartree
Relative energy (zero: lowest compared OMol25 entry of this formula, charge and spin) = 2.9538 eV
SMILES = Cn1oc2c(c1=O)CNCC2
Gap between HOMO and LUMO = 9.68 eV
E_tot = -532.6485 hartree

The geometry in XYZ format:
```
21
Properties=species:S:1:pos:R:3:lowdin_charge:R:1
C -0.739 -2.574 -2.004 -0.05
N 0.006 -1.438 -1.616 -0.06
O -0.802 -0.171 -1.562 0.05
C -0.286 0.457 -0.462 -0.19
C 0.617 -0.247 0.233 -0.09
C 0.792 -1.572 -0.443 -0.33
O 1.366 -2.656 -0.175 0.03
C 1.263 0.263 1.416 -0.20
N 0.484 1.310 2.030 -0.07
C 0.071 2.312 1.040 -0.22
C -0.962 1.761 0.018 -0.07
H -0.075 -3.435 -1.818 0.10
H -1.693 -2.604 -1.353 0.13
H -0.861 -2.517 -3.083 0.09
H 1.474 -0.450 2.216 0.13
H 2.272 0.715 1.293 0.14
H -0.345 0.900 2.534 0.14
H -0.404 3.163 1.503 0.10
H 0.914 2.797 0.532 0.13
H -1.919 1.542 0.502 0.12
H -1.173 2.444 -0.800 0.11
```

=====

(5)
This record from the Open Molecules 2025 dataset describes C20H18HoN6O7S2 as an isolated structure at a distorted geometry. The level of theory is wB97M-V/def2-TZVPD.

Properties
LUMO (alpha / beta) = -0.2210 / -0.2213 hartree
Relative energy (zero: lowest compared OMol25 entry of this formula, charge and spin) = 3.3230 eV
Gap between HOMO and LUMO (alpha / beta) = 3.66 / 3.66 eV
E_tot = -3372.2767 hartree
Charge = +1
Expectation value of S² = 6.00
Multiplicity = 5

The geometry in XYZ format:
```
54
Properties=species:S:1:pos:R:3:lowdin_charge:R:1
Ho -0.192 0.094 -0.845 1.51
C 2.757 3.921 -1.794 -0.03
N 1.653 3.277 -1.070 -0.15
C 0.514 4.036 -0.780 -0.06
C -0.773 3.506 -0.707 -0.14
N -1.111 2.235 -0.972 -0.10
C 1.766 1.864 -0.896 -0.80
S 2.058 0.821 -2.157 0.80
C -2.392 1.815 -1.200 -0.36
C -3.524 2.649 -1.214 0.00
C -4.772 2.068 -1.339 -0.01
C -4.862 0.630 -1.401 -0.04
C -3.685 -0.119 -1.366 -0.12
N -2.444 0.451 -1.283 -0.07
H 2.874 4.971 -1.478 0.11
H 2.659 3.805 -2.884 0.10
H 3.693 3.404 -1.516 0.10
H 0.622 5.073 -0.472 0.13
H -1.536 4.218 -0.385 0.12
H -3.377 3.729 -1.069 0.12
H -5.683 2.681 -1.364 0.13
H -5.817 0.135 -1.506 0.11
H -3.688 -1.217 -1.391 0.11
O -0.590 1.921 5.537 0.13
C -0.897 2.205 4.206 -0.42
O -1.165 3.316 3.828 0.18
C -0.817 1.060 3.263 -0.02
C -1.383 -0.219 3.323 0.07
N -1.055 -0.843 2.162 0.08
N -0.349 -0.053 1.320 -0.07
C -0.151 1.157 1.996 -0.09
C 0.914 2.039 1.662 -0.20
O 1.551 2.922 2.174 0.26
O 1.575 1.359 0.379 -0.12
H -0.548 0.967 5.745 0.13
H -1.983 -0.646 4.154 0.17
H -1.284 -1.826 1.968 0.20
N -0.634 -2.290 -1.544 -0.04
C 0.566 -3.034 -1.174 -0.35
C 0.780 -4.269 -1.787 -0.03
C 1.889 -5.059 -1.432 0.00
C 2.881 -4.530 -0.565 -0.24
C 2.701 -3.212 -0.069 -0.03
C 1.536 -2.525 -0.310 -0.11
S 4.120 -5.500 0.171 0.46
O 3.480 -5.660 1.498 -0.35
O 5.146 -4.413 0.223 -0.38
O 4.392 -6.681 -0.653 -0.33
H -0.825 -2.488 -2.534 0.11
H -1.467 -2.644 -1.028 0.11
H 0.048 -4.593 -2.532 0.12
H 1.960 -6.140 -1.739 0.14
H 3.463 -2.791 0.607 0.13
H 1.404 -1.579 0.242 0.06
```